No. 1
DFT (ωB97M-V with the def2-TZVPD basis set) results for a structure of composition C31H26N7O6V at a distorted geometry.

XYZ file:
```
71
Properties=species:S:1:pos:R:3:forces:R:3
V 0.136 -0.325 0.197 -1.6 0.1 -0.7
C 0.970 -3.899 -1.992 0.5 0.1 0.2
O 2.308 -3.544 -2.380 -0.3 0.0 -0.2
C 3.070 -2.611 -1.734 0.2 0.1 0.2
C 4.423 -2.666 -2.018 0.1 -0.1 -0.1
C 5.343 -1.771 -1.468 -0.1 0.0 0.0
C 4.887 -0.795 -0.607 0.1 -0.1 -0.1
C 3.528 -0.705 -0.310 0.1 0.8 0.6
C 3.102 0.351 0.630 0.8 -0.5 -0.5
N 1.901 0.580 0.950 -0.5 0.8 0.7
N 1.713 1.537 1.994 0.3 -0.7 -0.6
C 0.431 1.591 2.202 -0.2 -0.1 0.3
O -0.436 0.985 1.469 -0.2 0.6 0.8
C -0.051 2.181 3.494 0.2 0.2 -0.3
C -0.752 1.329 4.359 -0.1 -0.6 -0.1
C -1.222 1.821 5.571 0.0 0.1 0.1
C -0.963 3.136 5.926 0.0 0.0 0.0
C -0.226 3.977 5.095 0.0 -0.2 0.0
C 0.230 3.482 3.879 -0.1 0.1 0.0
C 2.598 -1.600 -0.852 -0.9 -0.1 0.0
O 1.329 -1.513 -0.540 1.3 -1.5 -0.6
H 0.705 -4.713 -2.665 0.0 0.0 0.0
H 0.268 -3.081 -2.090 0.0 0.2 0.0
H 0.949 -4.257 -0.962 0.0 0.0 0.1
H 4.746 -3.445 -2.700 0.0 0.0 0.0
H 6.395 -1.848 -1.710 0.0 0.0 0.0
H 5.571 -0.086 -0.153 0.0 0.0 0.0
H 3.872 0.957 1.108 0.1 -0.1 0.0
H -0.433 -0.248 3.102 0.0 0.0 0.1
H -1.767 1.140 6.211 0.0 0.0 0.0
H -1.336 3.508 6.875 0.0 0.0 0.0
H -0.013 4.997 5.388 0.0 0.0 0.0
H 0.797 4.108 3.200 0.0 0.0 0.0
C -2.992 -2.126 -2.100 -0.2 -0.2 -0.2
C -2.568 -0.986 -1.226 0.4 0.1 0.3
O -1.460 -1.249 -0.549 0.0 0.1 0.2
C -3.276 0.153 -1.142 0.0 0.1 0.0
C -2.857 1.300 -0.293 0.0 -0.1 0.3
C -3.445 1.385 1.089 -0.1 -0.1 0.1
N -2.018 2.209 -0.598 -0.1 -0.1 -0.9
N -1.546 2.240 -1.920 -0.5 0.5 0.7
C -0.451 1.635 -2.155 1.0 -0.8 -0.7
O 0.243 0.805 -1.436 -0.1 0.5 0.3
C 0.163 1.876 -3.525 -0.2 0.0 0.2
C 1.308 1.180 -3.892 0.1 0.0 -0.1
C 1.902 1.389 -5.136 -0.1 0.0 0.2
C 1.352 2.299 -6.028 -0.1 0.0 0.1
C 0.202 2.997 -5.666 0.0 0.0 0.0
C -0.384 2.787 -4.425 0.0 0.1 -0.1
H -2.997 -3.055 -1.521 0.0 0.0 0.0
H -3.982 -1.968 -2.531 0.0 0.0 0.0
H -2.271 -2.256 -2.913 0.0 0.0 0.0
H -4.225 0.212 -1.664 0.0 0.1 -0.1
H -4.540 1.397 1.036 0.0 0.0 0.0
H -3.165 0.510 1.682 0.0 0.0 0.0
H -3.090 2.281 1.597 0.0 0.0 0.0
H 1.722 0.475 -3.183 0.0 0.0 0.0
H 2.796 0.835 -5.401 0.0 0.0 0.0
H 1.812 2.465 -6.995 0.0 0.0 0.0
H -0.237 3.712 -6.353 0.0 0.0 0.0
H -1.277 3.322 -4.124 0.0 0.0 0.0
N -1.636 -3.274 1.632 -0.2 -0.2 -0.1
C -1.104 -2.337 2.465 -0.1 0.2 0.3
O -0.156 -1.640 2.020 0.1 0.3 -0.3
C -1.655 -2.156 3.806 -0.4 -0.7 0.0
C -1.624 -0.964 4.578 -0.1 -0.1 -0.1
N -0.897 -0.008 3.972 0.2 0.4 0.3
C -2.507 -3.229 4.271 0.6 0.6 -0.1
N -3.159 -4.120 4.620 -0.1 0.0 -0.1
H -1.512 -3.032 0.653 0.0 0.0 0.1
H -2.541 -3.636 1.892 0.0 0.0 0.0
```
Forces are in eV/Å.

The HOMO energy (spin up / spin down) comes out at -2.28 / -2.28 eV. The expectation value of S² is 2.01. As for the net charge: -2. The orbital gap (spin up / spin down) comes out at 6.723 / 6.723 eV. For the lowest unoccupied orbital energy (spin up / spin down), the calculation gives 4.4 / 4.4 eV. The spin multiplicity is 3.

Mulliken atomic charge list, values in e, 2 entries: V 0.8299; C -0.5552



No. 2
DFT (ωB97M-V with the def2-TZVPD basis set) results for a structure of composition C31H28CsN9O2S2 at a distorted geometry.

XYZ file:
```
73
Properties=species:S:1:pos:R:3:forces:R:3
Cs -0.616 0.520 -0.025 -0.4 -0.9 0.8
C -6.914 -3.281 1.925 0.0 0.0 0.0
C -5.761 -3.288 2.927 -0.1 0.0 0.0
N -5.002 -2.063 2.939 0.1 -0.1 0.0
C -3.969 -1.786 2.066 -0.1 0.1 0.0
S -3.331 -0.201 2.177 0.0 0.2 0.0
N -3.628 -2.806 1.306 -0.1 -0.1 0.0
N -2.670 -2.564 0.374 0.1 0.0 0.0
C -2.186 -3.609 -0.200 -0.1 0.0 0.0
C -2.577 -5.022 0.159 0.0 0.0 0.0
C -1.196 -3.430 -1.288 0.2 0.0 -0.1
C -0.591 -4.544 -1.888 -0.1 0.0 0.1
C 0.318 -4.366 -2.917 0.0 0.0 0.0
C 0.622 -3.082 -3.336 -0.1 -0.1 0.1
C -0.008 -2.032 -2.678 0.0 0.3 -0.2
N -0.885 -2.191 -1.696 -0.1 -0.1 0.1
H -7.442 -4.239 1.919 0.0 0.0 0.0
H -6.520 -3.094 0.926 0.0 0.0 0.0
H -7.634 -2.495 2.162 0.0 0.0 0.0
H -5.073 -4.095 2.676 0.0 0.0 0.0
H -6.136 -3.471 3.939 0.0 0.0 0.0
H -5.366 -1.250 3.403 0.0 0.0 0.0
H -3.408 -4.994 0.856 0.0 0.0 0.0
H -1.743 -5.550 0.630 0.0 0.0 0.0
H -2.869 -5.590 -0.728 0.0 0.0 0.0
H -0.827 -5.543 -1.551 0.0 0.0 0.0
H 0.778 -5.227 -3.389 0.0 0.0 0.0
H 1.310 -2.882 -4.147 0.0 0.0 0.0
H 0.203 -1.002 -2.968 -0.1 0.0 -0.1
N 3.395 -1.435 -2.012 -0.1 0.0 0.1
C 2.533 -0.762 -1.206 0.3 0.1 0.0
N 2.634 -0.711 0.077 -0.4 0.2 0.0
C 3.657 -1.373 0.720 0.0 -0.1 0.2
N 3.767 -1.360 2.009 -0.2 0.0 -0.2
N 2.653 -0.821 2.622 0.2 0.0 0.1
C 2.874 0.049 3.516 0.1 -0.1 -0.2
C 1.761 0.692 4.230 -0.3 0.2 0.2
C 2.046 1.620 5.233 0.0 -0.1 -0.1
C 0.998 2.255 5.878 0.0 0.0 0.0
C -0.298 1.950 5.500 0.0 0.0 0.0
C -0.488 1.011 4.491 -0.1 -0.1 0.0
N 0.507 0.391 3.874 0.2 0.1 0.0
C 4.645 -2.093 -0.091 0.2 -0.1 -0.1
C 5.734 -2.769 0.461 0.0 0.0 0.0
C 6.635 -3.435 -0.345 0.0 0.0 0.0
C 6.459 -3.434 -1.728 0.0 0.0 -0.1
C 5.389 -2.775 -2.299 0.0 -0.1 0.0
C 4.476 -2.106 -1.481 0.0 0.0 0.0
H 3.229 -1.416 -3.005 0.0 0.1 0.0
H 1.757 -0.179 -1.712 0.1 0.0 -0.1
H 3.886 0.386 3.754 0.0 0.0 0.0
H 3.076 1.837 5.490 0.0 0.0 0.0
H 1.192 2.984 6.656 0.0 0.0 0.0
H -1.152 2.429 5.960 0.0 0.0 0.0
H -1.486 0.738 4.155 0.0 0.0 0.0
H 5.843 -2.748 1.537 0.0 0.0 0.0
H 7.477 -3.956 0.092 0.0 0.0 0.0
H 7.167 -3.952 -2.364 0.0 0.0 0.0
H 5.246 -2.766 -3.372 0.0 0.0 0.0
O 0.011 2.793 -1.227 0.1 0.6 -0.4
C 0.261 2.319 -2.377 0.4 0.3 0.3
O 0.726 1.162 -2.544 -0.1 0.0 -0.2
C -0.013 3.230 -3.560 0.1 -0.4 -0.4
C -0.529 4.490 -3.242 0.0 -0.1 0.0
C -0.866 5.427 -4.198 0.0 0.1 0.0
C -0.686 5.088 -5.540 0.0 0.0 0.0
C -0.168 3.860 -5.880 0.0 0.0 0.1
C 0.210 2.876 -4.926 0.0 0.1 0.1
S 0.901 1.413 -5.570 0.1 -0.1 0.0
H -0.658 4.697 -2.188 0.0 0.0 0.0
H -1.265 6.394 -3.909 0.0 0.0 0.0
H -0.954 5.790 -6.326 0.0 0.0 0.0
H -0.022 3.600 -6.921 0.0 0.0 0.0
```
Forces are in eV/Å.

The HOMO energy comes out at -0.74 eV. As for the net charge: -2. The orbital gap comes out at 4.590 eV. For the lowest unoccupied orbital energy, the calculation gives 3.8 eV. The spin multiplicity is 1.

Mulliken atomic charge list, values in e, 2 entries: Cs 1.0267; C -1.0806



No. 3
DFT (ωB97M-V with the def2-TZVPD basis set) results for a cluster of 2 separate species, C7H16O6S2 in total.

XYZ file:
```
31
Properties=species:S:1:pos:R:3:forces:R:3
O -1.066 -0.532 2.058 0.0 0.0 0.0
S 0.300 -0.478 1.651 0.0 0.0 0.0
O 1.294 -1.267 2.317 0.0 0.0 0.0
C 0.415 -0.758 -0.089 -0.1 -0.1 -0.1
C 1.706 -0.220 -0.715 0.0 0.1 0.1
C 2.109 1.177 -0.237 0.1 0.0 0.0
C 2.061 1.342 1.272 0.1 0.0 0.0
C 2.415 2.746 1.753 0.0 0.0 0.0
O 3.565 2.774 2.578 0.0 0.0 0.0
O 3.182 2.216 3.839 0.0 0.1 0.0
O 0.717 1.048 1.743 0.0 0.1 0.0
H -0.484 -0.333 -0.537 0.1 0.1 0.0
H 0.367 -1.843 -0.189 -0.1 0.0 -0.1
H 1.543 -0.189 -1.792 0.1 -0.1 0.0
H 2.518 -0.923 -0.524 0.0 0.0 0.1
H 3.141 1.371 -0.541 0.0 0.0 -0.1
H 1.486 1.943 -0.706 -0.1 0.0 0.1
H 2.740 0.630 1.746 0.0 0.0 0.0
H 1.564 3.184 2.279 0.0 0.0 0.0
H 2.682 3.388 0.911 0.0 0.0 0.0
H 3.569 1.330 3.800 0.0 0.0 0.0
C -3.735 -2.465 -3.145 0.0 0.0 0.0
S -3.537 -0.768 -2.591 0.1 0.0 0.1
O -2.094 -0.433 -2.759 0.0 0.0 0.0
C -3.760 -1.103 -0.841 0.0 0.0 0.0
H -3.591 -2.473 -4.224 0.0 0.0 0.0
H -2.980 -3.086 -2.662 0.0 0.0 0.0
H -4.740 -2.812 -2.904 0.0 0.0 0.0
H -3.007 -1.824 -0.525 0.0 0.0 0.0
H -4.765 -1.479 -0.653 0.0 0.0 0.0
H -3.613 -0.164 -0.310 0.0 0.0 0.0
```
Forces are in eV/Å.

The HOMO energy comes out at -9.28 eV. As for the net charge: 0. The orbital gap comes out at 9.951 eV. For the lowest unoccupied orbital energy, the calculation gives 0.7 eV. The spin multiplicity is 1.

natural (NBO) atomic charge list, values in e, 2 entries: O -0.9246; S 2.4007



Listing energy relative to the best compared isomer or geometry (same formula, charge and spin) for the structures above in their given order: 65.2, 29.6, 0.0 kcal per mole.